Computed, not measured: 2 unconnected molecules or ions with the total composition C5H14NO at a distorted geometry, with wB97M-V/def2-TZVPD.

Net charge: +1
Energy above the lowest of the compared OMol25 structures with the same formula, charge and spin, kJ/mol: 199.0
Kohn-Sham gap, eV: 9.8
DFT total energy, Ha: -328.6104

Structure (XYZ):
```
21
Properties=species:S:1:pos:R:3:lowdin_charge:R:1
C -2.490 -1.754 -1.325 -0.077
C -1.616 -0.879 -0.417 -0.292
C -0.158 -0.846 -0.780 -0.205
C 0.813 -0.271 0.207 -0.139
C -0.162 1.565 1.390 0.185
N 0.551 1.214 0.395 0.080
H -3.387 -1.220 -1.591 0.075
H -1.895 -1.928 -2.229 0.077
H -2.735 -2.739 -0.970 0.075
H -2.033 0.113 -0.340 0.090
H -1.877 -1.114 0.627 0.114
H 0.165 -1.923 -0.785 0.149
H -0.131 -0.467 -1.810 0.134
H 0.740 -0.701 1.217 0.135
H 1.876 -0.474 0.029 0.136
H -0.291 2.624 1.536 0.126
H -0.553 0.750 1.992 0.131
H 1.181 1.759 -0.190 0.174
H 3.627 2.782 1.237 0.045
H 4.633 1.671 0.756 0.046
O 3.739 1.840 1.053 -0.060
```

=====

Computed, not measured: 2 unconnected molecules or ions with the total composition C8H14OSi at a distorted geometry, with wB97M-V/def2-TZVPD.

Net charge: 0
Energy above the lowest of the compared OMol25 structures with the same formula, charge and spin, kJ/mol: 335.4
Kohn-Sham gap, eV: 7.5
DFT total energy, Ha: -677.7813

Structure (XYZ):
```
24
Properties=species:S:1:pos:R:3:lowdin_charge:R:1
C -2.035 1.126 -2.328 0.007
C 1.058 -2.691 1.215 -0.087
C -2.537 -0.917 0.383 -0.037
C -1.578 -0.032 -1.761 -0.293
C 1.001 -1.374 1.327 -0.270
C -1.598 -0.365 -0.401 -0.202
C 0.348 1.969 1.989 -0.181
C 2.043 0.291 -1.413 -0.190
O 1.134 1.493 0.915 -0.291
Si 1.057 0.072 0.148 0.655
H -1.969 1.085 -3.437 0.060
H -2.425 1.858 -1.792 -0.008
H 0.955 -3.394 2.080 0.062
H 1.313 -3.306 0.260 0.087
H -2.429 -1.009 1.473 0.039
H -3.407 -1.380 0.062 0.017
H -0.933 -0.580 -2.389 0.067
H 0.651 -0.895 2.308 0.079
H -0.268 2.913 1.746 0.093
H 0.994 2.190 2.953 0.109
H -0.585 1.226 2.336 0.120
H 1.889 1.200 -2.085 0.060
H 3.176 0.299 -1.160 0.063
H 1.799 -0.556 -2.128 0.040
```

=====

Computed, not measured: 4 unconnected molecules or ions with the total composition C16H44N4O4 at a distorted geometry, with wB97M-V/def2-TZVPD.

Net charge: 0
Energy above the lowest of the compared OMol25 structures with the same formula, charge and spin, kJ/mol: 0.0
Kohn-Sham gap, eV: 9.8
Structure (SMILES): COC[C@H](C)N.COC[C@H](C)N.COC[C@H](C)N.COC[C@H](C)N
DFT total energy, Ha: -1155.9205

Structure (XYZ):
```
68
Properties=species:S:1:pos:R:3:lowdin_charge:R:1
C -1.745 -2.889 -0.447 -0.093
O -2.912 -2.165 -0.129 -0.182
C -2.616 -0.935 0.505 -0.228
C -3.915 -0.181 0.726 -0.432
C -3.627 1.247 1.176 -0.065
N -4.823 -0.863 1.681 0.040
H -1.325 -3.325 0.465 0.066
H -0.991 -2.224 -0.889 0.078
H -2.010 -3.671 -1.154 0.092
H -2.126 -1.108 1.474 0.109
H -1.945 -0.352 -0.145 0.117
H -4.432 -0.141 -0.237 0.139
H -2.932 1.259 2.021 0.078
H -4.544 1.692 1.567 0.075
H -3.283 1.833 0.327 0.076
H -4.981 -1.805 1.323 0.063
H -4.277 -1.060 2.525 0.067
C 0.459 0.339 -2.237 -0.126
O 0.476 0.377 -0.844 -0.205
C 1.614 -0.276 -0.296 -0.194
C 1.803 0.216 1.141 -0.435
C 3.157 -0.232 1.689 -0.059
N 0.743 -0.214 2.039 0.068
H -0.410 0.851 -2.646 0.087
H 0.480 -0.677 -2.657 0.088
H 1.350 0.856 -2.627 0.081
H 1.392 -1.351 -0.276 0.115
H 2.497 -0.028 -0.896 0.123
H 1.827 1.309 1.094 0.141
H 3.939 0.163 1.028 0.077
H 3.288 -1.314 1.637 0.064
H 3.281 0.197 2.678 0.078
H -0.156 0.050 1.645 0.054
H 0.730 -1.236 2.047 0.045
C 3.522 3.697 -3.399 -0.128
O 2.232 3.907 -3.863 -0.202
C 1.944 5.234 -4.251 -0.217
C 0.534 5.257 -4.824 -0.428
C -0.508 4.758 -3.824 -0.061
N 0.403 4.428 -6.042 0.033
H 3.622 2.623 -3.222 0.082
H 3.698 4.259 -2.475 0.092
H 4.324 3.904 -4.123 0.090
H 1.948 5.860 -3.339 0.127
H 2.679 5.650 -4.950 0.124
H 0.309 6.279 -5.136 0.134
H -0.407 3.677 -3.735 0.067
H -1.482 5.053 -4.206 0.076
H -0.373 5.165 -2.820 0.079
H 0.773 3.503 -5.857 0.065
H 0.944 4.834 -6.797 0.065
C 1.574 -4.038 1.294 -0.103
O 0.580 -3.407 2.069 -0.251
C 0.547 -3.902 3.402 -0.205
C -0.392 -3.033 4.212 -0.437
C -0.471 -3.558 5.624 -0.073
N -1.754 -2.981 3.637 0.062
H 1.403 -3.781 0.255 0.081
H 1.541 -5.121 1.463 0.091
H 2.565 -3.708 1.631 0.085
H 0.211 -4.951 3.396 0.135
H 1.564 -3.881 3.821 0.132
H -0.018 -2.006 4.203 0.131
H 0.499 -3.683 6.105 0.080
H -0.934 -4.560 5.611 0.083
H -1.120 -2.997 6.297 0.081
H -2.260 -3.821 3.906 0.072
H -1.684 -3.004 2.626 0.036
```

=====

Computed, not measured: a gas-phase ion, C6H12N (charge +1) at a distorted geometry, with wB97M-V/def2-TZVPD.

Net charge: +1
Energy above the lowest of the compared OMol25 structures with the same formula, charge and spin, kJ/mol: 168.6
Kohn-Sham gap, eV: 8.8
Structure (SMILES): C=[NH+]C(=C)CCC
DFT total energy, Ha: -290.2577

Structure (XYZ):
```
19
Properties=species:S:1:pos:R:3:lowdin_charge:R:1
C 1.472 1.172 2.002 0.216
N 1.394 0.212 1.151 0.093
C 0.212 -0.569 0.842 -0.306
C 0.188 -1.882 0.991 0.145
C -0.868 0.262 0.210 -0.162
C -0.540 0.767 -1.221 -0.233
C -0.917 -0.242 -2.299 -0.089
H 2.357 1.802 1.958 0.134
H 0.641 1.327 2.684 0.138
H 2.301 -0.182 0.882 0.192
H 1.063 -2.416 1.330 0.090
H -0.778 -2.296 0.756 0.095
H -1.794 -0.314 0.175 0.127
H -1.114 1.128 0.833 0.115
H -1.206 1.615 -1.358 0.109
H 0.490 1.126 -1.219 0.103
H -0.433 -1.198 -2.105 0.072
H -0.479 0.056 -3.246 0.079
H -1.988 -0.366 -2.365 0.082
```